# 1
The following is a quantum chemistry calculation of C5H20N10O5Tl as an isolated structure in a non-equilibrium geometry, from the Open Molecules 2025 dataset.

```
41
Properties=species:S:1:pos:R:3
N 0.579 -1.305 -3.089
N -2.149 -0.341 3.239
N -0.208 0.576 3.405
O 2.550 -0.088 -0.112
H 5.006 -0.510 0.276
H 2.473 0.897 -2.395
H 5.317 0.158 -1.391
N 3.361 0.507 -2.114
H -2.744 -1.077 2.885
N 1.503 -3.037 -1.995
H -3.088 0.498 -1.536
H 0.755 0.793 3.191
C -1.079 1.933 0.964
Tl 0.912 -0.285 0.547
H 4.149 0.471 -2.744
O 0.606 -1.230 -0.900
H -2.422 0.532 1.070
H -2.382 0.022 4.152
N -3.075 -0.881 0.045
H -3.121 2.120 1.060
H 1.690 -3.355 -2.935
O -0.188 1.162 0.751
H -3.069 -1.672 0.673
H -3.986 -0.669 -0.336
H -0.055 3.673 0.847
N 4.732 -0.153 -0.628
C -1.901 -0.509 -0.420
H -0.646 0.887 4.261
N -2.299 1.535 1.091
N -2.100 0.365 -1.374
C 0.922 -1.834 -1.924
H 0.029 -0.459 -3.136
H -1.314 0.837 -1.800
N -0.942 3.220 1.014
O -0.808 -0.836 -0.053
C 3.472 0.118 -0.899
H -1.786 3.767 1.102
C -0.994 -0.147 2.693
H 0.856 -1.814 -3.916
H 2.037 -3.303 -1.180
O -0.595 -0.564 1.611
```

Results
HOMO level in eV: -17.72
E_LUMO in eV: -9.2
Energy in eV: -35301.528
Net charge: +3

=====

# 2
The following is a quantum chemistry calculation of an isolated ion of composition C4H5O2 and charge +1 in a non-equilibrium geometry, from the Open Molecules 2025 dataset.

```
11
Properties=species:S:1:pos:R:3
H -3.120 0.641 1.739
O -2.351 0.055 1.598
H 1.115 -0.950 1.828
C 0.726 0.333 0.256
O 2.882 -0.178 0.990
H 1.531 -1.589 0.230
H 0.823 0.859 -0.845
C -1.729 0.269 0.538
C -0.565 0.290 -0.040
H 3.478 -0.889 1.245
C 1.592 -0.679 0.861
```

Results
HOMO level in eV: -15.10
E_LUMO in eV: -6.8
Energy in eV: -8310.247
Net charge: +1

=====

# 3
The following is a quantum chemistry calculation of C47H45BF6N7OPbS2Sb2Te as an isolated structure in a non-equilibrium geometry, from the Open Molecules 2025 dataset.

```
113
Properties=species:S:1:pos:R:3
H 2.815 1.533 5.847
N 1.883 -3.409 0.602
F -4.247 1.833 -2.643
N 1.866 -0.410 1.066
H 4.029 -1.387 3.204
C 2.507 -4.524 0.212
C -1.541 6.527 -0.772
Sb -1.979 3.602 -2.214
C 0.346 -0.348 -4.541
H -5.183 2.068 -5.129
C -2.990 0.907 3.903
H 2.834 2.481 -5.418
H -4.303 1.624 -0.166
H 6.508 -0.535 -4.079
H 4.904 1.247 -3.047
H -2.058 0.384 4.109
N -3.458 1.157 0.095
H 2.916 0.337 -6.602
C -3.639 2.948 5.189
H 0.002 0.586 4.979
C 2.225 0.476 -5.785
H -3.722 1.311 -6.963
C -0.821 4.337 0.909
C 5.489 -0.732 -3.809
C 1.299 -0.556 -5.491
C 0.145 5.072 0.189
H -4.316 2.323 5.754
H 3.113 -5.091 0.890
H 1.152 4.974 2.756
C -3.559 4.299 5.476
H 0.902 -3.493 -2.409
C -2.333 -0.466 -4.427
H -3.771 0.469 4.520
C 2.218 -4.751 -1.121
H 0.554 0.225 3.337
H 2.876 5.546 4.394
C -1.970 3.179 3.490
C 1.024 2.915 3.354
N -0.526 -2.044 1.898
H -1.859 7.268 -1.490
C -4.302 0.774 -3.595
F -1.883 2.701 -3.995
H 5.311 -2.845 -4.360
C -2.564 -0.012 -5.735
C -1.876 4.530 3.796
H 1.768 3.851 0.817
H 2.555 -5.557 -1.739
C 0.339 0.828 -3.753
H 0.517 6.715 -1.156
C -4.421 1.319 -4.970
C -2.478 0.626 0.412
N 2.411 -1.332 1.866
C -2.126 4.682 0.794
C 2.507 4.532 4.344
O -0.812 -1.614 -2.613
F -0.058 2.113 -1.117
C 0.870 0.574 4.319
H -1.903 -0.306 -6.533
H -5.240 0.256 -3.313
H 4.343 1.210 2.451
C 1.532 4.204 3.419
H -2.594 6.154 4.990
H -2.964 6.597 0.764
B 1.885 -2.776 1.999
C 1.465 1.946 4.250
H 1.585 -0.133 4.731
C 3.454 -0.808 2.511
F -2.432 5.224 -3.210
H -2.917 -0.445 -2.385
H -0.562 1.085 -3.221
C -2.591 5.857 0.022
Te 1.823 0.843 -2.038
H -3.240 0.741 2.856
H 2.563 -3.401 2.732
C -0.244 6.196 -0.590
Sb -0.598 2.412 1.971
C 2.188 1.669 -5.121
H 1.681 4.207 -0.917
F -3.697 5.511 -0.745
H -2.075 -3.286 4.484
C 1.540 4.621 0.086
H 2.316 1.601 0.659
C 1.264 1.887 -4.070
H 1.029 2.898 -3.778
C 3.363 -0.256 -3.003
S 3.266 -1.944 -3.427
C 2.989 3.562 5.204
N 1.197 -2.896 -0.429
H -2.899 4.116 1.294
C 2.464 2.285 5.157
C 4.624 0.228 -3.256
C -2.676 5.099 4.772
F -0.157 4.230 -2.650
C -1.641 -2.196 2.610
H -1.168 5.159 3.273
C 1.384 -3.699 -1.475
H 3.759 3.808 5.917
H -4.176 4.723 6.253
H 2.224 5.463 0.179
C -2.856 2.371 4.192
H 1.337 -1.478 -6.053
N 0.447 -2.717 2.524
C 4.889 -1.943 -3.964
C 2.578 0.711 1.206
C -3.131 -0.116 -3.391
H 0.574 -3.898 4.260
C -0.043 -3.295 3.626
S -0.919 -1.582 -4.092
C 3.605 0.510 2.119
H -2.560 -1.751 2.289
C -1.386 -2.984 3.726
Pb -0.109 -0.973 -0.167
C -3.602 0.902 -5.972
```

Results
HOMO level (alpha / beta) in eV: -12.34 / -12.84
E_LUMO (alpha / beta) in eV: -7.3 / -7.3
Energy in eV: -126199.801
⟨S²⟩: 0.792
Net charge: +2
Multiplicity: 2